Entry 1:
# C23H32N3O5Ru

A structure of composition C23H32N3O5Ru (ωB97M-V/def2-TZVPD, OMol25).

The geometry in ORCA input format:
```
! wB97M-V def2-TZVPD RIJCOSX def2/J DEFGRID3
* xyz 1 1
Ru -0.1343 -0.9996 -0.2260
C 0.4220 0.9044 -1.2603
C -0.0238 1.3021 0.0199
C -1.4280 0.8325 0.1212
C -1.7565 0.2209 -1.1325
C -0.6255 0.2414 -1.9750
C -0.5100 -0.3081 -3.3811
C -1.7342 -1.1467 -3.7441
C 0.7579 -1.1574 -3.5382
C -0.4144 0.9148 -4.3119
C -2.5262 0.9947 1.1576
C -3.2622 2.2912 0.7365
C -2.1101 1.0741 2.6274
C -3.5275 -0.1696 1.0458
C 0.8490 2.2126 0.8987
C 1.4694 1.5580 2.1397
C 2.0486 2.7166 0.0743
C 0.0324 3.4608 1.2720
H 1.4045 1.0795 -1.6625
H -2.7088 -0.2117 -1.3847
H -1.8389 -2.0074 -3.0798
H -1.6333 -1.5170 -4.7638
H -2.6495 -0.5549 -3.7005
H 0.7037 -2.0594 -2.9225
H 1.6585 -0.5922 -3.2873
H 0.8493 -1.4757 -4.5768
H -1.3006 1.5445 -4.2239
H -0.3394 0.5768 -5.3455
H 0.4646 1.5215 -4.0879
H -2.6544 3.1828 0.8851
H -4.1615 2.3886 1.3447
H -3.5659 2.2511 -0.3108
H -1.1672 1.5734 2.7900
H -2.0325 0.0802 3.0627
H -2.8750 1.6250 3.1748
H -4.0977 -0.1541 0.1175
H -4.2469 -0.0820 1.8596
H -3.0237 -1.1325 1.1454
H 2.1209 0.7326 1.8476
H 0.7588 1.1978 2.8756
H 2.1021 2.2997 2.6284
H 2.7490 1.9123 -0.1635
H 2.5942 3.4491 0.6670
H 1.7348 3.2070 -0.8485
H -0.8042 3.2480 1.9296
H -0.3458 3.9607 0.3774
H 0.6870 4.1601 1.7929
O 3.2667 -2.7482 4.1717
C 3.8416 -3.0463 3.0220
O 4.9008 -3.6019 2.9386
C 3.1215 -2.6561 1.7670
C 3.6056 -2.9131 0.5013
N 2.7173 -2.4227 -0.3812
N 1.6891 -1.8497 0.2449
C 1.9067 -1.9921 1.5445
C 0.8419 -1.4461 2.4220
O 0.9050 -1.4836 3.6299
O -0.1622 -0.9129 1.7643
H 2.3994 -2.2968 4.0837
H 4.5128 -3.4086 0.1986
H 2.7608 -2.4401 -1.3880
O -0.6735 -5.1509 -0.3516
C -0.7375 -3.9928 -0.3818
N -0.8049 -2.7846 -0.4505
*
```

Values from the calculation:
- frontier orbital gap (spin up / spin down) (eV) = 7.00 / 6.97
- energy above the lowest of the compared OMol25 structures with the same formula, charge and spin (kJ/mol) = 0.0
- HOMO level (spin up / spin down) (Eh) = -0.4774 / -0.4764
- molar mass (g/mol) = 531.595


Entry 2:
# C15H38N5O8Sr

A structure of composition C15H38N5O8Sr (ωB97M-V/def2-TZVPD, OMol25).

The geometry in ORCA input format:
```
! wB97M-V def2-TZVPD RIJCOSX def2/J DEFGRID3
* xyz -1 1
Sr 0.0079 -0.8090 -1.1016
O -2.2431 -2.0699 -1.6086
H -2.5461 -1.8791 -0.6996
O -0.3565 -1.0456 -3.6380
H 0.2171 -0.7582 -4.3748
O 0.3428 -3.1680 -1.7216
H 0.9342 -3.7123 -1.1662
C -2.7024 -1.0881 1.5283
O -1.5195 -0.9983 1.1135
N -3.2015 -0.3282 2.4699
C -4.4773 -0.6381 3.0750
C -2.5006 0.7420 3.0757
H -3.4120 -1.8105 1.0961
H -4.4295 -0.8566 4.1419
H -4.9963 -1.5349 2.7365
H -5.2189 0.1597 3.0364
H -1.6580 1.2352 2.5911
H -3.1816 1.5748 3.2514
H -2.2312 0.4552 4.0921
C 1.3057 2.3396 0.4953
O 1.1709 1.1980 0.0990
N 1.3090 2.7815 1.8201
C 0.9937 1.8840 2.8770
C 1.4515 4.1711 2.1291
H 1.4828 3.1446 -0.2347
H 0.6523 0.9217 2.4954
H 0.2164 2.2302 3.5581
H 2.0023 1.8886 3.2904
H 2.1292 4.3840 2.9558
H 1.7766 4.7430 1.2600
H 0.5454 4.6705 2.4722
C -2.8437 1.3116 -1.6703
O -1.6012 1.2102 -1.4155
N -3.4848 2.4655 -1.6288
C -2.8035 3.6745 -1.1481
C -4.7005 2.6577 -2.3475
H -3.5369 0.4874 -1.8995
H -1.9620 3.5134 -0.4742
H -3.4607 4.3684 -0.6241
H -2.2693 4.1587 -1.9655
H -4.5699 2.7113 -3.4283
H -5.2718 1.7434 -2.1870
H -5.2406 3.5698 -2.0934
C 2.8636 -0.9580 -3.1535
O 2.2751 -0.5309 -2.1415
N 4.1508 -0.5185 -3.4431
C 4.7336 -1.0492 -4.6474
C 4.7402 0.6628 -2.8110
H 2.4178 -1.6946 -3.8397
H 5.6839 -0.5631 -4.8681
H 4.0633 -0.7447 -5.4512
H 4.9038 -2.1256 -4.6711
H 4.5073 0.8279 -1.7591
H 5.8262 0.6688 -2.9050
H 4.4113 1.5638 -3.3288
C 2.0904 -2.3999 1.4656
O 1.5906 -1.6098 0.6733
N 1.6443 -3.5987 1.8635
C 2.5403 -4.4649 2.6770
C 0.3308 -4.1161 1.4446
H 3.0522 -2.1102 1.9165
H 1.8518 -4.9719 3.3531
H 3.3164 -3.9077 3.2017
H 2.9873 -5.2434 2.0587
H -0.3122 -3.5182 0.7988
H 0.5129 -5.0964 1.0043
H -0.3000 -4.2006 2.3295
*
```

Values from the calculation:
- frontier orbital gap (eV) = 3.35
- HOMO level (Eh) = -0.0464
- molar mass (g/mol) = 504.116


Entry 3:
# C17H31F5P2Pt

A structure of composition C17H31F5P2Pt (ωB97M-V/def2-TZVPD, OMol25).

The geometry in ORCA input format:
```
! wB97M-V def2-TZVPD RIJCOSX def2/J DEFGRID3
* xyz 2 5
P -1.7008 0.1492 -2.0998
P 0.9485 -2.3674 -0.3342
C -0.7179 -1.3260 -2.6012
C -0.3824 -2.4949 -1.6225
H 0.1902 -0.9745 -3.1215
H -1.3603 -1.7692 -3.3842
H -1.2967 -2.8699 -1.1324
H -0.0217 -3.3263 -2.2571
C 2.4637 -2.2860 -1.3141
H 3.3035 -1.9729 -0.6805
H 2.3693 -1.5906 -2.1606
H 2.6564 -3.2939 -1.7135
C 0.8710 -3.9981 0.4549
H 1.2455 -4.7615 -0.2419
H -0.1640 -4.2387 0.7349
H 1.4963 -3.9941 1.3558
C -1.9175 1.0766 -3.6385
H -2.3043 2.0794 -3.4082
H -2.6358 0.5491 -4.2797
H -0.9555 1.1737 -4.1617
C -3.3330 -0.4465 -1.6102
H -3.2905 -1.3555 -0.9930
H -3.8949 -0.6711 -2.5287
H -3.8617 0.3387 -1.0532
Pt 0.1446 1.7547 1.9799
C 0.9841 -1.2450 1.0805
C 1.4015 0.2132 0.7271
C 1.2906 0.6017 -0.7211
C 0.3775 1.7827 -1.0520
C -1.1065 1.3531 -0.9407
C -1.3731 0.9104 0.5453
C -1.4029 -0.5720 0.7960
C -0.3879 -1.1680 1.7899
C -0.9415 3.3591 2.4791
H 1.7403 -1.6554 1.7641
H 2.4061 0.4243 1.1293
H 0.9118 -0.2649 -1.2844
H 2.3049 0.7853 -1.1090
H 0.5619 2.6001 -0.3384
H 0.5984 2.1515 -2.0647
H -1.7355 2.2338 -1.1414
H -2.2927 1.4034 0.9009
H -1.1703 -1.0405 -0.1688
H -2.4224 -0.9010 1.0516
H -0.3168 -0.5223 2.6847
H -0.7220 -2.1647 2.1088
H -1.1328 3.3736 3.5608
H -1.8953 3.3310 1.9341
H -0.3857 4.2636 2.1958
F 2.2638 0.6576 3.5859
C 1.5908 1.8634 3.4390
F 1.1096 2.2041 4.6814
C 2.7094 2.9201 3.1148
F 3.6610 2.8949 4.0692
F 3.3131 2.6441 1.9268
F 2.2090 4.1785 3.0665
*
```

Values from the calculation:
- frontier orbital gap (spin up / spin down) (eV) = 5.28 / 7.64
- energy above the lowest of the compared OMol25 structures with the same formula, charge and spin (kJ/mol) = 0.0
- HOMO level (spin up / spin down) (Eh) = -0.3896 / -0.5949
- ⟨S²⟩ = 6.014
- molar mass (g/mol) = 587.451


Entry 4:
# C18H47ClFIN12O23P

A cluster of 12 separate species, C18H47ClFIN12O23P in total (ωB97M-V/def2-TZVPD, OMol25).

The geometry in ORCA input format:
```
! wB97M-V def2-TZVPD RIJCOSX def2/J DEFGRID3
* xyz 1 1
C -1.4263 0.2185 -0.1674
C -0.4366 -0.4126 0.9715
F 0.5885 0.6646 1.2467
C -1.1536 -0.9339 2.3410
P -2.2688 -2.4784 2.3606
O -1.3254 -3.9696 2.5700
I -3.3824 -2.8578 0.1593
C 0.1642 -1.2459 3.3257
Cl 1.5043 -2.3579 2.6973
C -0.5858 -1.5559 4.7502
C -1.9740 -0.6320 4.6223
N -1.8905 0.0427 3.2474
C -3.0725 0.8228 2.7309
H -1.1900 1.3338 -0.4356
H -1.2671 -0.3943 -1.1791
H -2.5878 0.1035 0.0725
H 0.1696 -1.2888 0.4355
H -1.0360 -4.0579 3.5250
H 0.7919 -0.2716 3.6138
H -0.6940 -2.6499 5.1465
H -0.0610 -1.0283 5.6840
H -1.9210 0.1325 5.5356
H -2.9901 -1.1781 4.8346
H -1.1829 0.7962 3.4486
H -2.7092 1.5829 1.8975
H -3.8890 0.0734 2.3547
H -3.4633 1.5012 3.6266
C -6.3580 2.5870 -0.2184
N -5.8654 2.1706 1.1223
O -5.8393 3.0326 2.0085
O -5.5190 0.9902 1.2472
H -6.6266 3.6450 -0.1833
H -5.5504 2.4177 -0.9335
H -7.2315 1.9751 -0.4533
C 2.2037 1.7378 -1.5202
N 1.6037 2.0891 -2.8356
O 1.3229 3.2775 -3.0304
O 1.4316 1.1619 -3.6354
H 2.2968 2.6458 -0.9205
H 1.5375 1.0217 -1.0348
H 3.1855 1.3002 -1.7121
C -8.4903 -1.2046 0.5484
N -9.2629 -0.1245 -0.1226
O -10.4707 -0.3198 -0.3016
O -8.6348 0.8889 -0.4507
H -9.1659 -2.0309 0.7796
H -7.7079 -1.5276 -0.1414
H -8.0656 -0.7864 1.4634
C 5.1709 1.2939 1.6992
N 4.5710 1.6452 0.3838
O 4.2902 2.8336 0.1890
O 4.3989 0.7180 -0.4160
H 5.2641 2.2019 2.2988
H 4.5047 0.5778 2.1846
H 6.1528 0.8563 1.5073
C 0.8575 -5.2231 0.9261
N 1.8918 -6.1906 0.4706
O 1.8660 -7.3226 0.9675
O 2.7004 -5.7863 -0.3731
H 0.2177 -5.7113 1.6643
H 1.3760 -4.3704 1.3691
H 0.2773 -4.9243 0.0506
C 4.3146 -4.6090 -2.5471
N 5.4652 -4.2792 -3.4306
O 5.4375 -3.1886 -4.0128
O 6.3639 -5.1244 -3.5148
H 3.6037 -3.7802 -2.5685
H 3.8546 -5.5216 -2.9317
H 4.7053 -4.7559 -1.5380
C -10.0999 2.5845 -3.4034
N -9.3350 3.7375 -2.8565
O -8.2230 3.9633 -3.3477
O -9.8728 4.3834 -1.9495
H -9.5097 2.1105 -4.1907
H -10.2776 1.8874 -2.5820
H -11.0382 2.9723 -3.8055
C -0.9439 1.7657 -5.7176
N -2.3435 1.8008 -5.2139
O -2.9034 0.7152 -5.0221
O -2.8403 2.9174 -5.0254
H -0.6374 0.7243 -5.8370
H -0.9259 2.2855 -6.6777
H -0.3157 2.2704 -4.9807
C 4.7829 1.6674 -4.5689
N 5.5477 2.8204 -4.0220
O 6.6598 3.0461 -4.5132
O 5.0100 3.4663 -3.1150
H 5.3730 1.1934 -5.3562
H 4.6051 0.9703 -3.7475
H 3.8446 2.0551 -4.9710
C 5.7690 -3.1092 0.5037
N 6.5338 -1.9561 1.0506
O 7.6459 -1.7304 0.5594
O 5.9961 -1.3102 1.9576
H 6.3592 -3.5831 -0.2836
H 5.5913 -3.8063 1.3251
H 4.8307 -2.7214 0.1016
C 7.9187 3.7827 5.2160
N 6.7818 3.1817 4.4678
O 7.0356 2.6592 3.3762
O 5.6667 3.2515 4.9975
H 8.8339 3.6492 4.6352
H 7.6997 4.8437 5.3521
H 7.9920 3.2659 6.1751
*
```

Values from the calculation:
- frontier orbital gap (eV) = 8.15
- HOMO level (Eh) = -0.4512
- molar mass (g/mol) = 1011.964


Entry 5:
# C31H58BrF9I3N2O8P2S2

A structure of composition C31H58BrF9I3N2O8P2S2 (ωB97M-V/def2-TZVPD, OMol25).

The geometry in ORCA input format:
```
! wB97M-V def2-TZVPD RIJCOSX def2/J DEFGRID3
* xyz 1 1
C 5.1642 -2.8433 -2.0543
C 5.3169 -2.4282 -0.7647
C 4.5327 -1.3339 -0.0856
C 4.7192 -1.5633 1.4349
C 3.9424 -2.8861 1.6952
N 4.0380 -0.5543 2.2256
C 4.6257 0.7611 1.9279
S 6.2859 0.8744 2.7408
C 4.4212 1.1459 0.4286
C 2.8581 1.1504 0.2999
C 2.0546 2.0236 1.2903
C 0.9716 2.9180 0.5848
C -0.2775 3.0127 1.4691
C -1.2663 1.8580 1.4750
F -0.9534 1.0588 2.5426
F -2.4973 2.3450 1.7656
C -1.3448 0.8855 0.2714
F -2.0766 -0.1673 0.6997
F -0.1601 0.3342 -0.0617
S -2.2049 1.4865 -1.2968
F -2.2846 -0.0222 -1.8008
F -0.8152 1.6147 -2.0695
F -2.1110 3.0027 -0.8588
F -3.6092 1.2964 -0.6128
F -2.9388 1.9474 -2.6116
C 4.8383 2.6290 0.2562
Br 4.0181 3.5263 -1.3250
C 6.3044 3.1112 0.3933
C 6.5490 4.5568 -0.1146
N 4.9036 0.0828 -0.5692
I 7.0560 -0.2877 -0.5222
C 4.3613 0.1894 -1.9563
I 2.4895 -0.7351 -2.5028
C 4.9445 0.8265 -2.9812
C 6.2234 1.6126 -2.9377
I 4.1550 0.9012 -4.9556
H 6.0499 -2.9081 -2.6824
H 4.2104 -3.1709 -2.4497
H 5.9832 -3.0356 -0.1558
H 3.4792 -1.5703 -0.1954
H 5.7405 -1.8249 1.7344
H 3.8275 -2.9829 2.7771
H 4.4745 -3.7586 1.3239
H 2.9225 -2.8174 1.3156
H 4.1533 -0.7178 3.2182
H 4.0940 1.4569 2.5705
H 6.9980 -0.2128 2.4177
H 2.5304 1.4691 -0.6845
H 2.4471 0.1504 0.4062
H 1.4874 1.3798 1.9648
H 2.6128 2.6943 1.9450
H 0.7645 2.5702 -0.4245
H 1.4013 3.9172 0.5227
H -0.8267 3.9137 1.1925
H 0.0445 3.1901 2.4957
H 4.3505 3.1641 1.0649
H 7.0716 2.5149 -0.0902
H 6.5751 3.1933 1.4420
H 6.7414 4.6044 -1.1824
H 5.7987 5.2598 0.2387
H 7.4845 4.8587 0.3662
H 6.4416 2.1401 -2.0164
H 7.0556 0.9317 -3.1358
H 6.2650 2.3447 -3.7409
O -9.0714 3.5345 -5.6965
P -8.3972 4.2937 -4.6159
O -7.7966 3.1693 -3.5885
C -7.2935 1.9217 -4.0585
C -5.7771 1.9209 -4.1057
O -9.6418 4.8828 -3.7582
C -10.9592 4.9469 -4.3090
C -11.7888 3.7705 -3.8394
O -7.4891 5.5234 -4.0628
C -6.0812 5.5441 -4.3036
C -5.7342 5.4729 -5.7760
H -7.6979 1.6646 -5.0380
H -7.6358 1.1600 -3.3556
H -5.4111 2.6321 -4.8508
H -5.4007 0.9315 -4.3702
H -5.3594 2.2070 -3.1408
H -10.9291 5.0002 -5.3963
H -11.4058 5.8773 -3.9536
H -11.2980 2.8249 -4.0697
H -12.7735 3.7778 -4.3089
H -11.9183 3.8075 -2.7567
H -5.5986 4.7447 -3.7360
H -5.7150 6.4835 -3.8884
H -6.1200 4.5539 -6.2314
H -4.6537 5.4980 -5.9181
H -6.1772 6.3114 -6.3145
O 1.3497 -4.9891 4.3251
P 0.1266 -5.7542 4.6881
O -0.2119 -6.6623 3.3674
C 0.8172 -7.2442 2.5717
C 0.9937 -8.7178 2.8852
O -1.0031 -4.5903 4.5471
C -0.5781 -3.2287 4.6140
C -0.3524 -2.6474 3.2369
O -0.8487 -6.5606 5.6965
C -0.5263 -7.8944 6.1060
C 0.8332 -7.9942 6.7636
H 1.7671 -6.7212 2.6936
H 0.5117 -7.1277 1.5299
H 1.3615 -8.8575 3.9045
H 1.7127 -9.1721 2.2024
H 0.0460 -9.2501 2.7982
H 0.3294 -3.1364 5.2085
H -1.3630 -2.6791 5.1366
H 0.3461 -3.2609 2.6660
H 0.0472 -1.6333 3.3121
H -1.2823 -2.6124 2.6669
H -0.6145 -8.5720 5.2544
H -1.2979 -8.1892 6.8169
H 1.6288 -7.6697 6.0821
H 1.0392 -9.0203 7.0663
H 0.8804 -7.3535 7.6449
*
```

Values from the calculation:
- frontier orbital gap (eV) = 5.94
- HOMO level (Eh) = -0.4122
- molar mass (g/mol) = 1344.491